Below is C15H43B3I2N14O12 as an isolated structure at a distorted geometry, with properties calculated with ωB97M-V/def2-TZVPD.

Values from the calculation:
- ΔE to the lowest compared entry with this formula, charge and spin: 0.00 kJ/mol
- Calculated total energy: -2937.4056 Ha
- Orbital gap: 9.75 eV
- Spin multiplicity: 1
- Molecular weight: 897.84 g mol⁻¹
- Lowest unoccupied orbital energy: 0.01275 hartree

Cartesian coordinates (Å):
C 3.819 -1.726 -3.139
C 3.865 -0.221 -2.799
C 3.713 0.577 -4.070
O 4.465 0.408 -5.016
O 2.698 1.469 -4.207
C 2.011 1.933 -3.045
C 0.969 2.950 -3.493
B -0.271 2.223 -4.118
O -0.133 1.407 -5.221
B -1.248 0.702 -5.587
I -1.005 -1.325 -6.214
O -2.477 1.289 -5.434
B -2.611 1.784 -4.140
C -3.952 1.652 -3.336
I -5.393 2.966 -4.226
C -4.484 0.226 -3.201
C -4.921 -0.466 -4.495
O -1.524 2.378 -3.532
H 3.129 -1.944 -3.948
H 3.442 -2.229 -2.255
H 4.804 -2.124 -3.344
H 4.853 -0.009 -2.406
H 3.106 -0.032 -2.055
H 1.494 1.095 -2.574
H 2.696 2.332 -2.300
H 0.636 3.508 -2.620
H 1.405 3.668 -4.185
H -3.769 2.034 -2.336
H -3.699 -0.371 -2.734
H -5.304 0.245 -2.487
H -5.780 -1.105 -4.316
H -4.128 -1.111 -4.867
H -5.157 0.234 -5.289
C 5.502 -2.568 0.317
O 4.623 -1.854 -0.154
N 5.239 -3.803 0.817
N 6.814 -2.176 0.372
H 5.942 -4.399 1.208
H 4.284 -4.131 0.791
H 7.049 -1.272 0.011
H 7.541 -2.745 0.758
C 2.216 -5.161 2.537
O 2.435 -5.510 1.375
N 2.923 -5.681 3.585
N 1.271 -4.256 2.876
H 2.759 -5.414 4.538
H 3.623 -6.365 3.377
H 0.719 -3.854 2.143
H 1.092 -3.977 3.828
C -1.667 -6.331 1.199
O -2.004 -5.314 1.784
N -0.418 -6.498 0.680
N -2.528 -7.385 1.019
H -0.119 -7.323 0.198
H 0.249 -5.758 0.812
H -3.453 -7.288 1.389
H -2.277 -8.229 0.542
C 5.056 1.526 1.905
O 4.819 0.755 2.816
N 5.126 2.885 2.101
N 5.274 1.115 0.619
H 5.321 3.541 1.371
H 4.972 3.220 3.032
H 5.228 0.127 0.422
H 5.476 1.749 -0.129
C -6.097 4.174 0.029
O -5.516 3.103 0.138
N -6.747 4.758 1.083
N -6.132 4.870 -1.143
H -7.217 5.643 1.033
H -6.743 4.261 1.953
H -5.659 4.452 -1.927
H -6.592 5.753 -1.252
C -4.735 7.390 2.634
O -5.935 7.617 2.599
N -4.231 6.124 2.561
N -3.807 8.392 2.741
H -3.254 5.906 2.578
H -4.899 5.381 2.477
H -4.152 9.331 2.794
H -2.820 8.230 2.769
C 0.187 -2.326 6.441
O 0.570 -3.272 5.769
N -0.953 -1.641 6.140
N 0.870 -1.890 7.539
H -1.289 -0.863 6.674
H -1.474 -1.946 5.339
H 1.713 -2.375 7.779
H 0.575 -1.117 8.103



Below is a 3-piece molecular cluster, C12H10BrF2 overall at a distorted geometry, with properties calculated with ωB97M-V/def2-TZVPD.

Values from the calculation:
- ΔE to the lowest compared entry with this formula, charge and spin: 30.13 kJ/mol
- Calculated total energy: -3237.0917 Ha
- Total charge: -1
- Orbital gap: 6.95 eV
- Spin multiplicity: 1
- Molecular weight: 272.11 g mol⁻¹
- Lowest unoccupied orbital energy: 0.11276 hartree

Cartesian coordinates (Å):
Br -0.179 4.044 -1.324
F -2.762 1.718 -0.053
C -2.132 1.182 0.998
C -0.770 1.282 1.124
C -0.138 0.849 2.283
C -0.910 0.305 3.343
C -2.271 0.280 3.208
C -2.900 0.678 2.035
H -0.123 1.734 0.382
H 0.942 0.899 2.266
H -0.426 -0.163 4.188
H -2.884 -0.218 3.949
H -3.977 0.601 1.995
F 3.988 -1.734 -2.999
C 2.725 -1.440 -2.596
C 1.923 -2.435 -2.075
C 0.685 -2.124 -1.494
C 0.306 -0.752 -1.499
C 1.116 0.232 -1.998
C 2.360 -0.097 -2.520
H 2.220 -3.463 -2.237
H 0.024 -2.915 -1.172
H -0.596 -0.491 -0.967
H 0.825 1.278 -2.000
H 2.952 0.750 -2.836



> Which formula does entry 2 have?

C12H10BrF2



Copy entry 1 word for word.
Below is C15H43B3I2N14O12 as an isolated structure at a distorted geometry, with properties calculated with ωB97M-V/def2-TZVPD.

Values from the calculation:
- ΔE to the lowest compared entry with this formula, charge and spin: 0.00 kJ/mol
- Calculated total energy: -2937.4056 Ha
- Orbital gap: 9.75 eV
- Spin multiplicity: 1
- Molecular weight: 897.84 g mol⁻¹
- Lowest unoccupied orbital energy: 0.01275 hartree

Cartesian coordinates (Å):
C 3.819 -1.726 -3.139
C 3.865 -0.221 -2.799
C 3.713 0.577 -4.070
O 4.465 0.408 -5.016
O 2.698 1.469 -4.207
C 2.011 1.933 -3.045
C 0.969 2.950 -3.493
B -0.271 2.223 -4.118
O -0.133 1.407 -5.221
B -1.248 0.702 -5.587
I -1.005 -1.325 -6.214
O -2.477 1.289 -5.434
B -2.611 1.784 -4.140
C -3.952 1.652 -3.336
I -5.393 2.966 -4.226
C -4.484 0.226 -3.201
C -4.921 -0.466 -4.495
O -1.524 2.378 -3.532
H 3.129 -1.944 -3.948
H 3.442 -2.229 -2.255
H 4.804 -2.124 -3.344
H 4.853 -0.009 -2.406
H 3.106 -0.032 -2.055
H 1.494 1.095 -2.574
H 2.696 2.332 -2.300
H 0.636 3.508 -2.620
H 1.405 3.668 -4.185
H -3.769 2.034 -2.336
H -3.699 -0.371 -2.734
H -5.304 0.245 -2.487
H -5.780 -1.105 -4.316
H -4.128 -1.111 -4.867
H -5.157 0.234 -5.289
C 5.502 -2.568 0.317
O 4.623 -1.854 -0.154
N 5.239 -3.803 0.817
N 6.814 -2.176 0.372
H 5.942 -4.399 1.208
H 4.284 -4.131 0.791
H 7.049 -1.272 0.011
H 7.541 -2.745 0.758
C 2.216 -5.161 2.537
O 2.435 -5.510 1.375
N 2.923 -5.681 3.585
N 1.271 -4.256 2.876
H 2.759 -5.414 4.538
H 3.623 -6.365 3.377
H 0.719 -3.854 2.143
H 1.092 -3.977 3.828
C -1.667 -6.331 1.199
O -2.004 -5.314 1.784
N -0.418 -6.498 0.680
N -2.528 -7.385 1.019
H -0.119 -7.323 0.198
H 0.249 -5.758 0.812
H -3.453 -7.288 1.389
H -2.277 -8.229 0.542
C 5.056 1.526 1.905
O 4.819 0.755 2.816
N 5.126 2.885 2.101
N 5.274 1.115 0.619
H 5.321 3.541 1.371
H 4.972 3.220 3.032
H 5.228 0.127 0.422
H 5.476 1.749 -0.129
C -6.097 4.174 0.029
O -5.516 3.103 0.138
N -6.747 4.758 1.083
N -6.132 4.870 -1.143
H -7.217 5.643 1.033
H -6.743 4.261 1.953
H -5.659 4.452 -1.927
H -6.592 5.753 -1.252
C -4.735 7.390 2.634
O -5.935 7.617 2.599
N -4.231 6.124 2.561
N -3.807 8.392 2.741
H -3.254 5.906 2.578
H -4.899 5.381 2.477
H -4.152 9.331 2.794
H -2.820 8.230 2.769
C 0.187 -2.326 6.441
O 0.570 -3.272 5.769
N -0.953 -1.641 6.140
N 0.870 -1.890 7.539
H -1.289 -0.863 6.674
H -1.474 -1.946 5.339
H 1.713 -2.375 7.779
H 0.575 -1.117 8.103



> Which of these has the highest orbital gap?

C15H43B3I2N14O12